# 1
Below is a structure of composition C2HDyO3 in a non-equilibrium geometry, with properties calculated with ωB97M-V/def2-TZVPD.

Gap between HOMO and LUMO (alpha / beta) (hartree): 0.235 / 0.368
Spin multiplicity: 6
Charge: +2

```
7
Properties=species:S:1:pos:R:3:lowdin_spin:R:1
H -2.20 -1.54 -0.29 -0.0148
O -1.84 0.21 -1.26 0.0116
O 1.81 0.80 1.39 0.0137
O -0.35 -0.56 0.50 -0.6016
C -1.46 -0.75 -0.53 0.0106
C 1.35 0.00 2.06 0.0050
Dy 0.33 1.03 -1.13 5.5754
```

=====

# 2
Below is a structure of composition C9H14N2PSn in a non-equilibrium geometry, with properties calculated with ωB97M-V/def2-TZVPD.

Gap between HOMO and LUMO (alpha / beta) (hartree): 0.256 / 0.208
Charge: +1

```
27
Properties=species:S:1:pos:R:3:nbo_charge:R:1
C 0.04 -0.29 -1.97 -0.2408
C -1.13 -1.07 -2.21 -0.3194
C -0.89 -2.39 -1.76 -0.0766
C 0.44 -2.48 -1.28 -0.3722
C 1.05 -1.19 -1.38 -0.1594
Sn 1.79 1.43 0.79 0.6351
P -0.46 2.78 0.41 0.0427
H 0.21 0.79 -2.18 0.2116
H -2.05 -0.67 -2.64 0.2309
H -1.62 -3.19 -1.70 0.2239
H 2.10 -0.89 -1.11 0.2216
H 0.96 -3.34 -0.85 0.2338
H -1.52 2.51 1.33 0.0674
H -1.09 2.83 -0.87 0.0685
H -0.12 4.15 0.67 0.0636
C -0.23 0.28 5.69 -0.4092
N -0.14 0.06 4.25 -0.3089
C -0.86 -0.91 3.53 -0.0645
C -0.45 -0.82 2.24 -0.0552
N 0.56 0.15 2.15 -0.6301
C 0.67 0.68 3.40 0.2027
H -1.28 0.40 5.99 0.2316
H 0.18 -0.57 6.24 0.2328
H 0.33 1.17 5.94 0.2277
H -1.59 -1.56 3.98 0.2482
H -0.76 -1.36 1.36 0.2563
H 1.32 1.51 3.71 0.2379
```

=====

Computed ΔE to the lowest compared entry with this formula, charge and spin, in the same sequence as the records: 35.9; 0.0 kcal/mol.